[1]
Molecular formula: C34H34N9O11PtS3
Method: DFT, ωB97M-V/def2-TZVPD

```
92
Properties=species:S:1:pos:R:3:forces:R:3:mulliken_spin:R:1
Pt -0.505 0.891 0.178 0.36 0.07 0.23 1.724
C 2.254 -6.511 -0.096 -0.02 0.00 0.01 0.000
C 1.279 -5.453 0.339 0.05 -0.03 -0.04 0.000
C 0.623 -4.661 -0.602 -0.01 0.01 0.04 0.000
C -0.305 -3.707 -0.218 0.12 0.01 -0.06 -0.005
C -0.558 -3.525 1.135 0.00 -0.02 0.07 0.003
C 0.070 -4.311 2.095 -0.06 -0.12 -0.08 -0.002
C 0.980 -5.273 1.688 0.00 0.01 0.04 0.000
S -1.714 -2.316 1.668 -0.09 0.24 -0.05 0.007
O -2.065 -2.627 3.028 -0.03 0.00 0.09 0.028
O -2.771 -2.211 0.690 0.05 -0.09 0.04 0.001
N -0.996 -0.851 1.654 0.00 -0.13 -0.23 0.189
C -0.024 -0.472 2.520 -0.02 -0.04 0.12 0.043
C 0.469 -1.069 3.692 -0.07 0.00 0.00 0.022
C 1.497 -0.435 4.346 -0.08 0.00 0.11 0.000
C 2.028 0.767 3.864 -0.02 0.00 0.03 0.005
C 1.492 1.303 2.723 -0.01 -0.10 -0.07 -0.002
N 0.485 0.692 2.081 0.03 0.16 0.08 0.186
H 2.720 -6.252 -1.046 0.00 0.01 0.00 0.000
H 1.742 -7.466 -0.229 -0.01 0.00 -0.01 0.000
H 3.038 -6.660 0.645 0.00 0.01 0.00 0.000
H 0.830 -4.795 -1.656 0.01 -0.01 -0.01 0.000
H -0.807 -3.113 -0.966 -0.07 0.07 -0.01 0.006
H -0.187 -4.197 3.138 -0.01 0.01 0.03 0.001
H 1.457 -5.904 2.430 0.01 0.01 -0.01 0.000
H 0.030 -1.984 4.057 0.00 0.01 0.00 0.001
H 1.898 -0.873 5.251 0.00 0.01 -0.01 0.001
H 2.836 1.270 4.374 0.01 0.01 0.00 0.001
H 1.850 2.225 2.292 -0.01 0.03 0.01 0.003
O -1.064 -1.702 -3.054 0.02 -0.14 -0.01 0.034
C -0.658 -0.728 -2.454 0.02 0.09 0.03 0.000
O -0.482 -0.761 -1.153 -0.14 0.02 -0.13 0.257
C -0.295 0.512 -3.228 0.03 -0.06 0.08 0.036
C 0.207 0.325 -4.499 0.06 0.00 -0.06 -0.006
C 0.634 1.415 -5.238 0.13 -0.05 0.16 0.011
C 0.533 2.699 -4.755 -0.02 0.07 -0.05 -0.007
C -0.029 2.888 -3.506 0.01 -0.01 -0.12 0.019
C -0.434 1.805 -2.695 0.05 0.02 0.10 -0.041
O -0.935 2.016 -1.500 -0.14 -0.05 -0.01 0.161
N -0.177 4.273 -3.058 -0.04 -0.04 0.14 0.004
O 0.550 5.107 -3.557 0.11 0.06 -0.04 0.005
O -1.017 4.532 -2.210 -0.09 -0.02 -0.03 0.005
N 1.201 1.205 -6.577 -0.68 0.08 -0.22 -0.001
O 1.228 0.069 -6.996 0.24 -0.14 0.05 0.001
O 1.517 2.192 -7.207 0.28 0.08 0.03 0.002
H 0.286 -0.675 -4.902 0.00 0.01 0.01 0.001
H 0.863 3.541 -5.345 0.00 -0.02 0.02 0.000
C -4.987 1.198 1.544 0.03 -0.03 0.05 0.009
C -3.511 0.758 1.547 0.04 -0.01 -0.04 -0.006
N -2.863 1.205 0.296 -0.07 -0.05 -0.08 0.086
C -3.191 2.632 0.085 0.00 -0.07 -0.03 -0.011
C -4.669 2.750 -0.322 0.02 0.05 0.02 0.011
N -5.357 1.489 0.119 -0.07 0.02 0.00 0.003
C -4.919 0.341 -0.749 0.05 -0.03 -0.03 0.004
C -3.389 0.401 -0.837 0.02 0.00 0.11 0.012
H -5.170 2.106 2.117 0.00 0.01 -0.01 -0.001
H -5.641 0.408 1.909 -0.01 0.01 0.00 -0.001
H -3.433 -0.323 1.598 -0.03 0.06 0.01 0.002
H -2.985 1.188 2.397 -0.01 -0.01 0.02 0.001
H -2.549 3.043 -0.691 -0.01 0.01 0.01 -0.005
H -2.992 3.154 1.021 -0.02 0.03 0.01 0.012
H -4.798 2.828 -1.401 -0.01 -0.02 0.00 0.000
H -5.165 3.593 0.156 -0.01 -0.01 -0.01 -0.001
H -6.366 1.605 0.045 0.03 0.00 0.00 -0.001
H -5.396 0.447 -1.721 -0.01 0.01 0.01 0.000
H -5.266 -0.575 -0.273 0.00 0.00 0.00 -0.001
H -3.052 0.874 -1.756 -0.01 0.02 -0.05 -0.001
H -2.977 -0.604 -0.777 0.01 0.01 -0.03 0.009
N 3.955 -2.465 3.505 -0.07 0.10 0.14 0.008
C 3.802 -1.702 2.383 0.10 -0.02 -0.16 0.013
C 2.742 -1.957 1.497 0.06 -0.04 -0.05 0.000
C 2.568 -1.180 0.376 0.06 0.00 -0.01 0.029
C 3.451 -0.128 0.131 0.14 0.00 0.05 0.003
C 4.505 0.144 0.999 -0.03 0.00 -0.08 0.014
C 4.684 -0.645 2.114 0.02 -0.03 0.00 -0.004
S 3.091 0.948 -1.175 0.06 -0.26 -0.10 -0.015
O 4.137 1.913 -1.370 0.00 0.01 0.08 0.008
O 2.540 0.236 -2.284 0.05 0.04 0.01 0.016
N 1.794 1.708 -0.442 -0.54 0.33 -0.09 0.421
C 1.684 2.990 -0.287 0.14 -0.15 0.01 -0.063
S 2.739 4.272 -0.915 -0.08 -0.07 0.09 0.104
C 1.700 5.404 -0.215 -0.01 0.01 0.03 0.319
C 0.649 4.788 0.476 0.07 0.08 -0.21 0.088
N 0.629 3.472 0.432 -0.04 0.09 0.09 0.247
H 3.415 -3.303 3.616 0.01 -0.05 -0.05 0.000
H 4.788 -2.380 4.059 0.03 -0.04 -0.03 0.000
H 2.059 -2.772 1.697 0.05 -0.02 -0.02 0.002
H 1.745 -1.372 -0.304 0.01 -0.03 0.00 -0.016
H 5.174 0.969 0.786 0.00 -0.02 0.02 0.001
H 5.507 -0.450 2.789 0.01 0.00 0.00 0.000
H 1.867 6.465 -0.318 0.00 0.01 -0.01 0.003
H -0.123 5.331 1.002 0.00 0.01 0.02 0.007
```
Positions in Å, forces in eV/Å.

E_HOMO (alpha / beta): -10.60 / -10.69 eV
LUMO (alpha / beta): -2.78 / -5.05 eV
Relative energy (zero: lowest compared OMol25 entry of this formula, charge and spin): 0.00 kJ/mol
Charge: +1
Largest force on an atom: 0.72 eV/Å
Multiplicity: 5

[2]
Molecular formula: C11H17NO3
Method: DFT, ωB97M-V/def2-TZVPD

```
32
Properties=species:S:1:pos:R:3:forces:R:3:nbo_charge:R:1
C -4.355 -1.874 0.264 -0.01 -0.02 0.02 -0.405
N -3.602 -0.724 -0.184 -0.14 0.35 -0.05 -0.632
C -2.569 -0.329 0.752 0.04 0.38 -0.04 -0.235
C -1.885 0.951 0.268 0.61 -0.57 0.11 0.067
O -2.868 1.961 0.192 -0.27 0.16 -0.14 -0.725
C -1.213 0.712 -1.098 -0.46 0.37 0.04 -0.097
O -0.046 -0.066 -0.987 0.34 -0.17 0.15 -0.513
C 1.103 0.494 -0.511 0.22 0.07 0.04 0.414
C 1.289 1.834 -0.201 -0.46 -0.04 -0.16 -0.372
C 2.529 2.261 0.253 0.18 -0.16 0.03 -0.165
C 3.577 1.381 0.403 0.13 -0.05 0.02 -0.293
C 3.397 0.031 0.091 -0.12 0.16 0.01 0.332
O 4.483 -0.769 0.265 -0.07 0.34 0.04 -0.491
C 4.367 -2.137 -0.042 -0.02 -0.22 -0.05 -0.253
C 2.163 -0.404 -0.362 0.02 -0.21 -0.02 -0.383
H -3.681 -2.729 0.325 -0.08 -0.09 0.01 0.189
H -4.825 -1.737 1.250 0.02 -0.04 -0.02 0.161
H -5.132 -2.095 -0.466 -0.04 -0.11 0.03 0.201
H -4.224 0.069 -0.318 0.06 -0.13 0.00 0.365
H -1.822 -1.127 0.803 0.02 0.07 0.07 0.202
H -2.963 -0.153 1.768 0.08 -0.05 -0.07 0.172
H -1.111 1.231 1.002 -0.12 -0.10 -0.13 0.171
H -2.465 2.777 -0.123 -0.02 -0.05 0.02 0.472
H -1.006 1.669 -1.597 0.01 -0.07 0.04 0.164
H -1.895 0.127 -1.720 0.11 0.17 0.03 0.225
H 0.496 2.556 -0.309 -0.11 0.02 -0.02 0.210
H 2.670 3.304 0.492 0.02 0.08 0.02 0.214
H 4.541 1.707 0.757 0.13 0.04 0.05 0.224
H 5.345 -2.570 0.164 -0.09 -0.02 -0.03 0.200
H 3.615 -2.627 0.585 0.02 0.02 -0.03 0.176
H 4.116 -2.292 -1.097 0.00 0.00 0.04 0.177
H 1.972 -1.433 -0.618 0.02 -0.14 -0.02 0.226
```
Positions in Å, forces in eV/Å.

E_HOMO: -8.30 eV
LUMO: 0.69 eV
Relative energy (zero: lowest compared OMol25 entry of this formula, charge and spin): 107.56 kJ/mol
Largest force on an atom: 0.84 eV/Å
Multiplicity: 1

[3]
Molecular formula: C9H10NS2
Method: DFT, ωB97M-V/def2-TZVPD

```
22
Properties=species:S:1:pos:R:3:forces:R:3:nbo_charge:R:1
C -1.511 -2.241 -0.019 -1.40 -2.72 -1.02 -0.194
C -2.107 -0.958 0.007 0.93 0.91 -0.43 -0.269
C -0.223 -2.300 0.226 0.42 -0.40 0.24 -0.218
C -1.370 0.131 -0.125 -4.68 3.64 -1.44 0.204
C -2.091 2.153 -0.907 1.35 -3.35 1.58 -0.122
C -1.005 2.875 -1.058 -0.81 1.01 -1.13 -0.239
C 0.511 -1.015 0.628 1.24 -2.12 -1.11 -0.264
C 0.409 2.487 -0.853 0.80 1.01 -1.02 -0.478
C 0.554 1.443 0.243 -1.25 2.36 1.43 -0.215
N 0.014 0.176 -0.274 1.90 -1.61 -0.38 -0.462
S -3.480 3.058 -1.381 -0.06 -0.05 0.09 0.267
S -1.874 4.408 -1.718 0.76 -1.58 0.59 0.210
H -2.181 -3.161 -0.368 1.72 2.09 1.00 0.263
H -3.136 -0.991 0.005 -2.20 0.85 0.04 0.255
H 0.203 -3.293 0.158 0.90 0.38 0.23 0.252
H 0.214 -0.758 1.690 0.72 0.13 -1.26 0.267
H 1.616 -1.305 0.409 -1.68 1.50 0.78 0.271
H 0.957 2.130 -1.802 -1.00 0.28 1.09 0.231
H 0.951 3.414 -0.641 0.22 -0.30 0.50 0.272
H 1.583 1.428 0.495 1.03 -0.90 0.15 0.246
H -0.022 1.718 1.230 0.93 -0.54 -2.07 0.259
H 0.205 0.158 -1.351 0.16 -0.59 2.14 0.463
```
Positions in Å, forces in eV/Å.

E_HOMO: -12.34 eV
LUMO: -4.15 eV
Relative energy (zero: lowest compared OMol25 entry of this formula, charge and spin): 495.61 kJ/mol
Charge: +1
Largest force on an atom: 6.10 eV/Å
Multiplicity: 1